one) The following is a DFT calculation (the ωB97M-V functional and the def2-TZVPD basis) of a cluster of 2 separate species, C5H17N2O in total.

```
25
Properties=species:S:1:pos:R:3
C 0.92025 -1.04417 1.45725
C 0.59649 0.12944 0.51687
C -0.87506 0.16280 0.03339
C -1.83664 0.53153 1.14337
C -3.75898 -0.78788 0.32474
N -3.22879 0.49902 0.77605
N 1.49619 -0.10037 -0.70935
H 0.23476 -1.07419 2.29549
H 1.84381 -0.68780 1.93290
H 0.93795 -2.05351 1.02597
H 0.93493 1.03198 1.03123
H -1.03743 -0.81202 -0.46765
H -1.12841 0.83245 -0.80856
H -1.75616 0.09686 2.14762
H -1.56926 1.59212 1.36076
H -3.40278 -0.98884 -0.68542
H -3.43635 -1.61783 0.95634
H -4.83133 -0.68797 0.29880
H -3.70495 1.32762 0.46617
H 2.38946 -0.26997 -0.24862
H 1.50958 0.70941 -1.32711
H 1.11844 -0.90950 -1.19862
H 5.74724 0.19450 -3.46321
H 6.01788 1.24707 -2.48098
O 5.28322 0.66558 -2.75338
```

Net charge = +1
HOMO-LUMO gap = 8.12 eV

***

two) The following is a DFT calculation (the ωB97M-V functional and the def2-TZVPD basis) of a cluster of 2 separate species, C5H17N2O in total.

```
25
Properties=species:S:1:pos:R:3
N -0.19824 0.31826 -2.67776
C 0.04134 1.44347 -1.78029
C 0.88374 0.98457 -0.61206
N 0.30001 -0.27710 -0.04706
C -1.67578 -1.55951 0.54218
C -1.07941 -0.17298 0.59182
C -0.89462 0.34295 2.00600
H 0.48217 0.24198 -3.42242
H 0.24470 -0.91257 -0.84520
H -1.13844 0.25997 -3.03623
H -0.90527 1.80912 -1.38662
H 0.56706 2.26199 -2.28587
H 0.87391 1.75094 0.16440
H 1.90726 0.74494 -0.90816
H 0.97851 -0.57178 0.67084
H -2.73247 -1.51365 0.78012
H -1.17727 -2.26367 1.19861
H -1.67223 -1.98925 -0.46502
H -1.64086 0.48989 -0.05464
H 0.02937 0.00499 2.47164
H -0.92535 1.43826 2.05752
H -1.71466 0.01985 2.64693
H 3.10542 -1.36511 2.13478
H 3.55838 -0.66230 0.85167
O 2.78274 -0.82327 1.40483
```

Net charge = +1
HOMO-LUMO gap = 11.00 eV

***

three) The following is a DFT calculation (the ωB97M-V functional and the def2-TZVPD basis) of a cluster of 2 separate species, C5H17N2O in total.

```
25
Properties=species:S:1:pos:R:3
C -0.19801 -1.06250 -1.93254
N -0.09810 -1.99405 -0.92986
C 0.58999 -3.26386 -0.92472
C 0.39235 0.33032 -1.51889
N 0.13343 0.70857 -0.03387
C 0.82788 1.92640 0.33685
C 0.15799 2.76057 1.42125
H -1.12362 -0.95226 -2.53674
H 0.53830 -1.35018 -2.85954
H -0.90349 -2.09172 -0.28134
H 0.75632 -3.79960 0.07326
H 1.60886 -2.90529 -1.16729
H 0.10654 -3.87056 -1.72609
H -0.04087 1.08654 -2.26951
H 1.55289 0.33972 -1.81528
H 0.58685 -0.11143 0.38578
H -0.95984 0.74214 0.19117
H 1.09801 2.50653 -0.56622
H 1.98490 1.69424 0.67041
H 1.05124 3.00093 2.13128
H -0.46616 3.58698 1.03754
H -0.52739 2.30588 2.15339
H -2.78324 -0.53059 3.53865
H -2.05470 0.75752 3.65130
O -2.23015 0.18568 2.97099
```

Net charge = +1
HOMO-LUMO gap = 9.62 eV

***

So which one wins? Going from most stable to least: two), one), three).

***

one) The following is a DFT calculation (the ωB97M-V functional and the def2-TZVPD basis) of a structure of composition C3H10N3.

```
16
Properties=species:S:1:pos:R:3
C 1.39311 -0.69051 -0.81632
C 1.50946 -0.34534 0.63859
C 0.15660 0.24182 0.48122
N -1.88380 -0.65685 -0.44081
N -0.97558 -0.50230 0.64308
N -0.25739 1.65837 -0.10452
H 1.91412 -0.10734 -1.55920
H 1.02735 -1.73777 -0.91026
H 1.58972 -1.07554 1.33505
H 2.38871 0.32420 0.72773
H -1.86391 -1.55168 -0.75887
H -2.85098 -0.48139 -0.12398
H -1.20175 -0.97451 1.49005
H -1.04125 1.36821 -0.67626
H 0.53619 2.11238 -0.51157
H -0.44058 2.41828 0.58605
```

Net charge = +1
HOMO-LUMO gap = 9.12 eV

***

two) The following is a DFT calculation (the ωB97M-V functional and the def2-TZVPD basis) of the ion C3H10N3 with charge +1.

```
16
Properties=species:S:1:pos:R:3
C -1.93458 -0.08254 0.14245
N -0.72861 -0.28721 -0.64036
C 0.53355 0.11689 -0.03275
N 0.47970 1.54183 0.01290
C 1.31215 -0.79947 0.77409
N 1.64519 -0.54159 -0.59968
H -1.80417 -0.63585 1.09077
H -2.31495 0.97243 0.12870
H -2.63933 -0.75870 -0.33464
H -0.75154 0.34387 -1.54086
H -0.73453 -1.27991 -0.84779
H 1.00387 1.94388 -0.78078
H 0.83488 1.89570 0.90093
H 1.82833 -0.56243 1.60129
H 0.70584 -1.71968 0.95881
H 2.56420 -0.14720 -0.83308
```

Net charge = +1
SMILES string = C[NH2+][C@@]1(N)CN1
HOMO-LUMO gap = 10.91 eV

***

So which one wins? Going from most stable to least: two), one).